{
  "formula": "C25H65CuO24S7",
  "method": "ωB97M-V/def2-TZVPD",
  "energy_ev": -196588.1931,
  "lumo_ev": [0.05, 0.03],
  "total_charge": -1,
  "multiplicity": 2,
  "e_homo_ev": [-3.267, -3.284],
  "orbital_gap_ev": [3.32, 3.32],
  "de_lowest_kj_mol": 520.3,
  "mol_weight_g_mol": 1037.8,
  "symbols": ["Cu", "C", "C", "O", "H", "H", "H", "H", "H", "O", "C", "C", "O", "H", "H", "H", "H", "O", "S", "O", "O", "C", "C", "C", "H", "H", "H", "H", "H", "H", "H", "H", "O", "S", "O", "O", "C", "C", "C", "H", "H", "H", "H", "H", "H", "H", "H", "O", "S", "O", "O", "C", "C", "C", "H", "H", "H", "H", "H", "H", "H", "H", "O", "S", "O", "O", "C", "C", "C", "H", "H", "H", "H", "H", "H", "H", "H", "O", "S", "O", "O", "C", "C", "C", "H", "H", "H", "H", "H", "H", "H", "H", "O", "S", "O", "O", "C", "C", "C", "H", "H", "H", "H", "H", "H", "H", "H", "O", "S", "O", "O", "C", "C", "C", "H", "H", "H", "H", "H", "H", "H", "H"],
  "xyz": [[0.0665, 1.3556, 4.5314], [-0.4009, -0.7271, -0.7560], [-0.0178, 0.7073, -0.7934], [0.2755, 1.3079, 0.4092], [0.4594, -1.3962, -0.7418], [-0.7425, -0.9680, -1.7627], [-1.2126, -1.0056, -0.0838], [-0.8001, 1.3211, -1.2398], [0.7711, 0.7769, -1.5423], [2.4609, -5.3686, 6.4269], [1.1116, -5.1118, 6.0376], [0.6906, -3.6892, 5.3935], [1.4986, -2.5015, 5.4744], [0.4912, -5.2842, 6.9170], [0.7254, -5.9334, 5.4343], [-0.3183, -3.4341, 5.7177], [0.5098, -3.8184, 4.3264], [4.6936, -7.1014, 0.2004], [5.6507, -5.9868, 0.2040], [5.5342, -4.9223, 1.2254], [7.2179, -6.5203, 0.1185], [7.4329, -7.8702, -0.2908], [8.7932, -7.9400, -1.0314], [5.7118, -5.0666, -1.3742], [6.6055, -8.1702, -0.9339], [7.4310, -8.6165, 0.5037], [8.7931, -7.2129, -1.8435], [8.7578, -8.9283, -1.4898], [9.6720, -7.8126, -0.3992], [6.0536, -5.7241, -2.1735], [6.5656, -4.4017, -1.2441], [4.7500, -4.5537, -1.3759], [-2.4527, 4.4969, -6.0078], [-3.8876, 4.0799, -6.0898], [-4.8198, 4.4766, -5.0812], [-4.4779, 4.7222, -7.4967], [-3.8489, 4.5453, -8.7402], [-4.7403, 5.2455, -9.7729], [-4.0823, 2.3493, -6.3032], [-3.8650, 3.4848, -8.9914], [-2.8229, 4.9100, -8.7899], [-4.6915, 6.3305, -9.6806], [-5.7999, 5.0190, -9.6552], [-4.4766, 5.0977, -10.8201], [-3.7266, 1.8903, -5.3807], [-3.7083, 1.9838, -7.2596], [-5.1721, 2.3391, -6.3212], [9.1874, -0.1820, 1.4958], [8.4759, 0.9465, 2.1633], [7.6201, 0.6339, 3.3256], [9.6233, 2.0271, 2.6121], [10.8152, 2.0853, 1.7857], [11.2439, 3.5246, 1.5409], [7.5734, 1.9746, 0.9036], [10.6990, 1.5993, 0.8170], [11.6209, 1.5153, 2.2484], [10.4660, 4.2010, 1.1867], [12.0250, 3.5722, 0.7822], [11.6749, 3.8892, 2.4732], [6.5621, 1.5736, 0.8361], [8.1390, 1.8603, -0.0211], [7.4420, 3.0099, 1.2184], [-2.4196, 5.3943, 4.4966], [-2.9177, 6.6335, 3.9092], [-4.2624, 6.6578, 3.3622], [-2.8006, 7.8296, 5.0463], [-3.9489, 8.3568, 5.6437], [-4.4214, 7.2737, 6.7166], [-1.7450, 7.2512, 2.5721], [-4.6163, 8.6264, 4.8252], [-3.6019, 9.2764, 6.1151], [-4.5769, 6.2393, 6.4101], [-5.4104, 7.4231, 7.1499], [-3.5650, 7.3090, 7.3899], [-1.4491, 6.3464, 2.0411], [-0.9025, 7.7140, 3.0860], [-2.3337, 7.9101, 1.9339], [-3.8526, -9.6688, 1.2282], [-4.6692, -8.4904, 1.5632], [-6.0492, -8.4565, 1.0482], [-4.7007, -8.1883, 3.2145], [-5.8252, -7.4788, 3.8001], [-6.8378, -8.5459, 4.3770], [-3.7632, -6.9721, 0.9868], [-6.2618, -6.7923, 3.0748], [-5.5281, -6.8343, 4.6274], [-6.3200, -9.3309, 4.9281], [-7.4309, -9.0965, 3.6469], [-7.5651, -7.9717, 4.9512], [-4.4018, -6.3752, 0.3357], [-2.9729, -7.4217, 0.3857], [-3.3017, -6.3833, 1.7796], [4.2716, 0.2433, -6.1348], [4.7521, 1.4895, -6.7002], [6.1652, 1.9025, -6.7108], [4.1580, 1.7022, -8.2268], [2.8645, 1.2275, -8.4416], [2.4241, 1.5962, -9.8619], [3.8204, 2.8629, -5.8850], [2.1721, 1.6888, -7.7374], [2.8250, 0.1646, -8.2031], [3.1599, 2.1609, -10.4344], [1.5598, 2.2598, -9.8887], [2.0743, 0.7908, -10.5076], [2.7496, 2.8464, -6.0879], [4.4036, 3.7180, -6.2267], [3.9165, 2.7001, -4.8115], [-4.7482, 0.6994, 4.2528], [-6.2136, 0.6262, 3.9245], [-6.8680, -0.6824, 3.9030], [-7.0132, 1.5729, 4.9339], [-8.4085, 1.5765, 4.7971], [-8.9023, 2.0449, 6.1828], [-6.5358, 1.5433, 2.3266], [-8.7787, 0.6645, 4.3289], [-8.6550, 2.3144, 4.0337], [-9.9649, 1.9048, 6.3810], [-8.5438, 3.0653, 6.3189], [-8.4561, 1.3408, 6.8850], [-6.1118, 2.5438, 2.4126], [-7.6084, 1.4836, 2.1420], [-5.8840, 1.1096, 1.5681]]
}